Here is a molecular structure, C27H51N2O2P3Pb at a distorted geometry from the Open Molecules 2025 dataset. Energies are from ωB97M-V/def2-TZVPD.

Structure (ORCA input):
```
! wB97M-V def2-TZVPD RIJCOSX def2/J DEFGRID3
* xyz 4 1
Pb 0.446 -0.674 -0.578
P -1.349 -2.252 -0.196
P 1.821 -1.362 1.414
P 1.826 -2.075 -2.154
H -0.265 5.782 -7.807
C -0.339 4.887 -8.436
C -1.526 4.351 -8.753
H -2.466 4.785 -8.392
C -2.831 -1.580 0.546
C -1.024 -3.684 0.842
C -1.896 -2.947 -1.754
C 3.370 -0.486 1.437
C 1.080 -1.041 2.981
C 2.226 -3.084 1.504
C 1.207 -1.881 -3.805
C 1.991 -3.817 -1.905
C 3.505 -1.465 -2.234
H 0.600 4.460 -8.807
H -1.601 3.463 -9.392
H -3.131 -0.631 0.083
H -2.697 -1.408 1.621
H -3.636 -2.315 0.411
H -0.744 -3.383 1.860
H -0.231 -4.317 0.431
H -1.954 -4.273 0.895
H -2.308 -2.165 -2.404
H -2.683 -3.690 -1.536
H -1.064 -3.427 -2.287
H 3.868 -0.769 2.376
H 3.218 0.601 1.414
H 4.010 -0.764 0.590
H 1.766 -1.461 3.723
H 0.107 -1.539 3.089
H 0.951 0.029 3.179
H 3.302 -3.157 1.695
H 1.976 -3.679 0.621
H 1.684 -3.496 2.364
H 1.657 -2.681 -4.395
H 1.505 -0.905 -4.218
H 0.110 -1.950 -3.870
H 2.198 -4.244 -2.898
H 1.090 -4.293 -1.498
H 2.842 -4.036 -1.250
H 3.938 -1.855 -3.168
H 4.091 -1.829 -1.378
H 3.542 -0.369 -2.245
C -0.169 0.723 -3.303
C 0.924 1.628 -3.191
C 1.225 2.487 -4.236
C 0.483 2.466 -5.419
C -0.577 1.565 -5.540
C -0.903 0.700 -4.512
O -0.538 -0.113 -2.363
H 1.846 0.443 -0.824
H 1.508 1.636 -2.270
H 2.054 3.185 -4.124
H 0.728 3.146 -6.241
H -1.167 1.533 -6.453
H -1.724 -0.005 -4.585
C -3.381 0.523 6.744
C -1.887 0.473 6.457
N -1.490 1.295 5.261
C -0.492 2.351 5.496
C 0.840 1.806 5.988
C -1.931 0.866 4.038
O -2.640 -0.136 3.938
C -1.466 1.515 2.726
C -1.390 2.856 2.373
C -0.847 3.196 1.139
C -0.367 2.222 0.283
N -0.469 0.939 0.623
C -1.048 0.593 1.789
H -3.685 1.557 6.936
H -3.577 -0.073 7.636
H -3.964 0.113 5.921
H -1.365 0.851 7.343
H -1.563 -0.568 6.299
H -0.299 2.903 4.566
H -0.925 3.066 6.216
H 1.531 2.640 6.117
H 1.258 1.120 5.243
H 0.747 1.282 6.939
H -1.736 3.611 3.060
H -0.760 4.234 0.849
H 0.120 2.476 -0.663
H -1.086 -0.480 2.030
*
```

Its highest occupied orbital energy (spin up / spin down) is -0.6332 / -0.6332 Ha. Its energy relative to the best compared isomer or geometry (same formula, charge and spin) is 92.5 kcal per mole. The LUMO energy (spin up / spin down) is -15.5 / -13.5 eV.

These are the Löwdin partial charges, in e, on atoms 1 to 2: atom 1 (Pb): 0.778, atom 2 (P): 0.720